DFT (ωB97M-V/def2-TZVPD) results for a structure of composition C20H16AuCl5N2O6S.

Last column: natural (NBO) charge in e.
Element x y z (Å)
Au -0.5341 -2.3287 1.0156  1.391
Cl -2.1249 -4.9296 -0.1781  0.054
C -2.9141 -3.4053 -0.3505  0.016
C -2.4137 -2.2720 0.2865  -0.237
C -3.1577 -1.0941 0.2453  -0.083
Cl -2.6609 0.3210 1.0887  0.067
C -4.3462 -1.0323 -0.4851  -0.078
Cl -5.2510 0.4270 -0.5468  0.067
C -4.8050 -2.1569 -1.1639  -0.076
Cl -6.2547 -2.0773 -2.0785  0.073
C -4.0973 -3.3498 -1.0843  -0.124
Cl -4.6870 -4.7538 -1.8777  0.071
C -0.5635 5.7016 -2.9501  -0.633
C -0.0896 4.4945 -2.1864  0.020
C 1.1484 4.4920 -1.5456  -0.237
C 1.6012 3.3721 -0.8721  -0.099
C 0.8019 2.2371 -0.8399  -0.394
C -0.4425 2.2186 -1.4534  -0.157
C -0.8811 3.3515 -2.1198  -0.218
S 1.4237 0.7789 -0.0847  2.343
O 0.3809 -0.2181 -0.2163  -1.008
O 2.7318 0.4832 -0.6033  -0.949
N 1.6167 1.1676 1.4745  -0.889
C 0.4994 0.8862 2.4028  -0.236
C 0.8284 -0.2209 3.4015  -0.560
C -0.3428 -1.1017 3.7547  0.791
O -0.6435 -1.3205 4.8965  -0.564
O -1.0759 -1.6377 2.7644  -0.757
H 0.1456 6.5239 -2.8711  0.218
H -1.5315 6.0409 -2.5797  0.226
H -0.6829 5.4607 -4.0076  0.227
H 1.7693 5.3789 -1.5862  0.216
H 2.5637 3.3727 -0.3766  0.224
H -1.0453 1.3223 -1.4069  0.244
H -1.8517 3.3446 -2.6017  0.218
H 2.5337 0.8813 1.8008  0.431
H -0.3413 0.5842 1.7883  0.234
H 0.2248 1.8034 2.9224  0.205
H 1.2240 0.1813 4.3301  0.239
H 1.5694 -0.8958 2.9773  0.264
O 0.4209 -3.4805 -0.5159  -0.636
C 1.5798 -3.2059 -0.0868  0.690
C 2.8896 -3.5219 -0.7376  -0.510
C 3.8525 -2.7002 0.1231  -0.516
C 2.9974 -2.1606 1.2686  0.715
O 3.4118 -1.4964 2.1792  -0.573
N 1.6623 -2.5465 1.0441  -0.721
H 2.8697 -3.2376 -1.7881  0.254
H 3.0679 -4.5962 -0.6836  0.250
H 4.2284 -1.8257 -0.4076  0.265
H 4.6950 -3.2595 0.5217  0.245

Computed properties:
- Molecular weight: 786.655 g mol⁻¹
- Energy above the lowest of the compared OMol25 structures with the same formula, charge and spin: 11.0 kcal/mol
- Net charge: 0
- Frontier orbital gap: 7.676 eV
- HOMO energy: -9.4 eV

---

DFT (ωB97M-V/def2-TZVPD) results for a structure of composition C20H16Cl2IN4O8SSc.

Last column: natural (NBO) charge in e.
Element x y z (Å)
Sc 0.4506 0.4081 0.4567  1.612
O -0.1701 0.0205 2.4041  -0.625
N 0.3476 0.4657 3.5464  0.004
C -0.1240 -0.0822 4.6885  0.040
C 0.3289 0.3296 5.9059  -0.283
C 1.2991 1.3427 5.9477  -0.164
C 1.7641 1.8828 4.7819  -0.230
C 1.2914 1.4447 3.5240  0.041
S 1.8145 2.0674 2.0389  -0.153
H -0.8692 -0.8477 4.5386  0.229
H -0.0647 -0.1254 6.8019  0.231
H 1.6775 1.6946 6.8979  0.225
H 2.5104 2.6633 4.7763  0.238
C -2.9588 -1.8586 0.7646  -0.669
C -2.9371 -0.4357 0.3366  0.426
N -1.8749 0.3197 0.1352  -0.512
C -2.3387 1.5661 -0.2197  0.010
C -3.7017 1.5564 -0.2521  0.003
N -4.0559 0.2816 0.1034  -0.478
C -4.7681 2.5467 -0.5542  0.767
O -4.3827 3.7598 -0.8689  -0.663
O -5.9251 2.2070 -0.4496  -0.607
C -1.3594 2.6601 -0.4560  0.800
O -1.7613 3.7805 -0.7809  -0.662
O -0.1459 2.3101 -0.2932  -0.761
H -1.9553 -2.1627 1.0431  0.268
H -3.3102 -2.4994 -0.0458  0.232
H -3.6276 -1.9878 1.6161  0.229
H -5.0162 -0.0201 0.1700  0.445
H -3.3719 3.8415 -0.8768  0.517
Cl 5.4018 -5.0653 -1.2190  0.002
C 4.4740 -3.6463 -0.8361  -0.095
C 5.1073 -2.3921 -0.8653  -0.187
C 4.4084 -1.2574 -0.5640  -0.101
Cl 5.1905 0.2851 -0.6136  0.022
C 3.0256 -1.2907 -0.2060  0.413
O 2.4028 -0.2219 0.0985  -0.728
C 2.4159 -2.5740 -0.2156  -0.239
C 1.0217 -2.7180 0.0694  0.452
O 0.2108 -1.8172 0.2967  -0.610
C 3.1523 -3.7378 -0.5187  -0.175
H 6.1543 -2.3249 -1.1277  0.243
H 0.6464 -3.7535 0.0814  0.137
H 2.6565 -4.7008 -0.5039  0.226
N 1.1501 0.4153 -3.9539  -0.785
C 1.2015 0.7600 -2.6585  0.697
O 0.5571 0.1297 -1.8188  -0.638
C 2.1311 1.8898 -2.2949  -0.622
I 1.6110 3.6899 -3.3134  0.135
H 0.4960 -0.2979 -4.2291  0.412
H 1.5397 1.0169 -4.6594  0.410
H 3.1523 1.6406 -2.5712  0.258
H 2.0733 2.1135 -1.2388  0.266

Computed properties:
- Molecular weight: 715.201 g mol⁻¹
- Energy above the lowest of the compared OMol25 structures with the same formula, charge and spin: 3.7 kcal/mol
- Net charge: 0
- Frontier orbital gap: 7.325 eV
- HOMO energy: -7.9 eV

---

DFT (ωB97M-V/def2-TZVPD) results for a structure of composition C20H16Cl3NO9V.

Last column: natural (NBO) charge in e.
Element x y z (Å)
V 0.2968 0.2198 -0.4688  1.511
O -0.5986 -2.4518 2.0827  -0.725
C -0.8821 -1.8736 3.3473  -0.075
C 0.3631 -1.2260 3.9031  -0.220
N 0.9566 -0.1011 3.2154  -0.453
C 2.2073 -0.2894 2.5308  -0.319
C 2.2462 -1.1937 1.3001  0.810
O 3.0920 -2.0018 1.0872  -0.539
O 1.2580 -0.9424 0.3777  -0.631
C 0.2365 1.1475 3.1361  -0.260
C -0.3447 1.4492 1.7791  0.751
O -1.2995 2.5199 1.7426  -0.530
O 0.5942 1.5490 0.8253  -0.668
H -1.4236 -2.7313 1.6745  0.474
H -1.1712 -2.6457 4.0705  0.162
H -1.6948 -1.1444 3.2783  0.168
H 1.1368 -1.9942 3.9861  0.210
H 0.1072 -0.9217 4.9286  0.186
H 2.9659 -0.6938 3.2048  0.213
H 2.5507 0.6852 2.1770  0.244
H 0.8913 1.9928 3.3810  0.209
H -0.5697 1.1206 3.8706  0.211
Cl 4.9318 -2.3011 -5.4104  0.005
C 3.9456 -1.4443 -4.2600  -0.085
C 4.4443 -0.2904 -3.6477  -0.170
C 3.6770 0.4143 -2.7509  -0.209
C 2.3789 -0.0023 -2.4352  0.390
O 1.6583 0.7584 -1.6191  -0.616
C 1.9042 -1.1895 -3.0174  -0.283
C 0.6257 -1.7702 -2.6906  0.481
O -0.1618 -1.3708 -1.8356  -0.552
C 2.6948 -1.8921 -3.9427  -0.142
H 5.4471 0.0410 -3.8842  0.233
H 4.0527 1.3082 -2.2723  0.231
H 0.3417 -2.6641 -3.2593  0.151
H 2.3081 -2.7980 -4.3940  0.228
Cl -6.7162 2.6345 -1.1341  0.011
C -5.0460 2.1438 -1.1242  -0.041
C -4.4450 1.7629 -2.3099  -0.223
C -3.1181 1.3679 -2.3046  -0.080
Cl -2.3860 0.8925 -3.8017  0.032
C -2.3939 1.3710 -1.1230  0.360
O -1.0952 0.9922 -1.1072  -0.580
C -3.0092 1.7382 0.0695  -0.129
C -2.3076 1.5798 1.3952  0.390
O -1.4055 0.4746 1.4269  -0.572
C -4.3430 2.1178 0.0642  -0.194
H -5.0036 1.7635 -3.2352  0.246
H -3.0620 1.5016 2.1824  0.159
H -4.8358 2.3874 0.9907  0.231

Computed properties:
- Molecular weight: 571.649 g mol⁻¹
- Energy above the lowest of the compared OMol25 structures with the same formula, charge and spin: 33.3 kcal/mol
- Net charge: 0
- ⟨S²⟩: 0.757
- Frontier orbital gap (alpha / beta): 7.437 / 7.684 eV
- HOMO energy (alpha / beta): -8.5 / -8.5 eV
- 2S+1: 2

---

DFT (ωB97M-V/def2-TZVPD) results for a structure of composition C20H16GaN6S4Sb.

Last column: natural (NBO) charge in e.
Element x y z (Å)
Ga -0.7263 -0.9241 0.2619  1.554
N 1.5755 -1.9368 -3.4578  -0.621
C 1.0431 -1.9599 -2.2222  0.301
N 0.2834 -1.0443 -1.7252  -0.540
C 0.0712 0.0964 -2.4622  0.120
N -0.8294 0.9690 -2.1339  -0.222
N -1.4293 0.6156 -1.0095  -0.435
C -2.4251 1.2904 -0.4195  -0.192
C -3.0416 0.7524 0.7482  0.138
C -4.0495 1.4416 1.5320  -0.280
C -4.6003 0.7538 2.5929  -0.186
C -4.1826 -0.5826 2.8285  -0.408
C -3.2274 -1.1758 2.0375  0.080
N -2.6031 -0.5004 1.1037  -0.676
C 0.7220 0.2258 -3.7457  -0.075
C 0.7291 1.4392 -4.4511  -0.219
C 1.4873 1.6095 -5.6122  -0.232
C 2.1223 0.5395 -6.1860  -0.285
C 2.1346 -0.6980 -5.5329  -0.295
C 1.4238 -0.8207 -4.3236  0.209
H 2.0986 -2.7765 -3.7225  0.395
H 1.1975 -2.8757 -1.6039  0.209
H -2.7921 2.2376 -0.8324  0.164
H -4.3232 2.4350 1.2080  0.194
H -5.2972 1.2221 3.3166  0.186
H -4.6396 -1.1310 3.6604  0.206
H -3.0314 -2.2681 2.1949  0.250
H 0.1563 2.3108 -4.0836  0.226
H 1.5916 2.6100 -6.0300  0.195
H 2.6664 0.5486 -7.1534  0.190
H 2.6800 -1.5640 -5.9865  0.193
S -2.2986 -3.6923 3.9285  -0.872
Sb -0.2518 -2.8546 3.2829  1.370
S -0.3369 -0.5104 4.0214  -0.145
S -0.5716 -3.1796 0.9007  -0.791
S 1.8271 -3.6149 3.8289  -0.850
N 0.5575 0.2594 0.8889  -0.854
C 1.3734 0.5136 1.8392  0.256
C 2.4746 1.4413 1.6128  -0.203
C 3.2104 1.9305 2.6538  -0.232
C 2.8475 1.7007 4.0035  -0.287
C 1.9032 0.7573 4.3381  -0.117
C 1.2716 -0.0803 3.3361  -0.521
H 2.6490 1.7986 0.5997  0.217
H 3.9962 2.6749 2.4705  0.189
H 3.2425 2.3476 4.7980  0.194
H 1.5130 0.6873 5.3743  0.212
H 1.8081 -1.0182 3.3324  0.288

Computed properties:
- Molecular weight: 660.141 g mol⁻¹
- Energy above the lowest of the compared OMol25 structures with the same formula, charge and spin: 36.4 kcal/mol
- Net charge: -2
- Frontier orbital gap: 3.750 eV
- HOMO energy: 0.7 eV

---

DFT (ωB97M-V/def2-TZVPD) results for a cluster of 2 separate species, C20H16NO4 in total.

Last column: natural (NBO) charge in e.
Element x y z (Å)
C 1.9355 -0.1159 3.0686  -0.708
C 0.8013 0.8457 2.7577  0.678
N -0.4166 0.2468 2.5580  -0.775
C -1.4731 0.8246 3.1781  0.651
C -2.7836 0.0638 3.0408  -0.706
O -1.4654 1.8755 3.8299  -0.677
O 1.0580 2.0498 2.6875  -0.632
H 1.5797 -1.1481 3.1276  0.210
H 2.7131 -0.0422 2.2987  0.207
H 2.3847 0.1720 4.0259  0.217
H -2.6298 -1.0190 3.0223  0.196
H -3.4254 0.3283 3.8846  0.214
H -3.2930 0.3725 2.1180  0.221
C -0.1027 2.9347 -4.7398  -0.209
C 0.4346 1.7760 -4.1716  -0.208
C 0.0702 1.4443 -2.8718  -0.040
C -0.8586 2.2120 -2.1585  -0.127
C -1.4320 3.3438 -2.7322  -0.168
C -1.0298 3.7182 -4.0205  -0.208
C -1.1761 1.5520 -0.8544  0.542
O -2.0189 1.8949 -0.0352  -0.522
C -0.2938 0.3440 -0.7860  -0.293
C -0.4265 -0.5973 0.1854  0.011
C 0.3915 -1.7896 0.2915  -0.009
C 1.7727 -1.7830 -0.0173  -0.161
C 2.4925 -2.9751 -0.0387  -0.218
C 1.8604 -4.1903 0.2664  -0.207
C 0.5078 -4.1975 0.6478  -0.237
C -0.2068 -3.0018 0.7039  -0.187
C 0.4633 0.2341 -2.0879  0.519
O 1.2098 -0.6501 -2.4901  -0.563
H 0.1928 3.2328 -5.7433  0.208
H 1.1273 1.1250 -4.7026  0.227
H -2.1723 3.9034 -2.1609  0.231
H -1.4418 4.6210 -4.4713  0.209
H -1.3571 -0.5816 0.7536  0.252
H 2.2749 -0.8347 -0.2107  0.227
H 3.5493 -2.9495 -0.3073  0.207
H 2.4198 -5.1307 0.2001  0.204
H 0.0098 -5.1370 0.9002  0.207
H -1.2457 -2.9716 1.0539  0.217

Computed properties:
- Molecular weight: 334.351 g mol⁻¹
- Net charge: -1
- Frontier orbital gap: 6.404 eV
- HOMO energy: -4.4 eV